No. 1
Entry from the OMol25 dataset: a structure of composition C23H28LuN6O5 (ωB97M-V with the def2-TZVPD basis set).

XYZ file:
```
63
Properties=species:S:1:pos:R:3:lowdin_charge:R:1
Lu -10.34 5.40 13.36 1.79
O -9.08 6.89 14.92 -0.16
C -9.68 8.10 15.41 -0.20
C -10.30 8.82 14.31 -0.17
N -11.21 7.99 13.49 -0.19
C -11.36 8.39 12.10 -0.05
C -10.13 7.72 11.36 -0.57
O -9.28 8.32 10.75 0.09
O -10.07 6.42 11.59 -0.25
C -12.42 7.76 14.28 -0.09
C -12.40 6.29 14.45 -0.69
O -11.68 5.80 15.39 -0.08
O -12.72 5.67 13.40 -0.05
H -8.97 6.37 15.72 0.03
H -8.96 8.77 15.87 0.14
H -10.48 7.84 16.13 0.12
H -9.53 9.19 13.61 0.15
H -10.79 9.69 14.66 0.13
H -11.34 9.43 11.97 0.11
H -12.35 8.03 11.74 0.14
H -13.27 8.09 13.61 0.15
H -12.42 8.23 15.29 0.14
C -10.31 0.88 12.12 -0.02
C -10.31 2.24 11.83 -0.09
N -10.84 3.13 12.71 -0.05
C -11.20 2.72 13.94 -0.11
C -11.13 1.39 14.34 -0.19
C -10.77 0.48 13.37 0.01
C -11.62 0.97 15.65 -0.03
C -11.44 1.51 16.86 0.01
C -10.61 2.74 17.16 -0.24
C -10.86 3.68 18.17 0.01
C -10.26 4.90 18.09 -0.09
N -9.15 5.09 17.35 0.09
C -8.78 4.01 16.68 -0.24
N -9.49 2.91 16.48 0.15
H -10.05 0.18 11.31 0.13
H -9.84 2.64 10.93 0.12
H -11.67 3.44 14.62 0.11
H -10.83 -0.55 13.60 0.12
H -12.22 0.10 15.63 0.11
H -11.98 1.01 17.68 0.13
H -11.64 3.49 18.86 0.11
H -10.57 5.67 18.72 0.10
H -7.80 3.99 16.27 0.09
N -8.15 4.55 13.79 0.08
C -7.11 4.93 13.39 -0.22
N -6.00 5.38 12.86 -0.05
C -5.34 6.53 13.55 -0.13
C -5.67 7.81 12.82 -0.14
C -5.34 7.64 11.30 -0.14
C -4.72 6.23 10.95 -0.15
C -5.70 5.12 11.39 -0.08
H -4.29 6.32 13.66 0.12
H -5.76 6.53 14.56 0.12
H -5.19 8.65 13.25 0.10
H -6.81 7.84 12.88 0.13
H -4.75 8.44 10.89 0.10
H -6.26 7.66 10.73 0.10
H -3.73 6.03 11.32 0.10
H -4.60 6.08 9.86 0.12
H -5.28 4.12 11.26 0.12
H -6.67 5.14 10.92 0.12
```

The total charge is +1. For the maximum force, the calculation gives 3.39 eV Å⁻¹. The energy above the lowest of the compared OMol25 structures with the same formula, charge and spin is 108.6 kJ/mol. The HOMO energy is -0.441 Ha.

No. 2
Entry from the OMol25 dataset: the ion C4H10N3 with charge +1 (ωB97M-V with the def2-TZVPD basis set).

XYZ file:
```
17
Properties=species:S:1:pos:R:3:lowdin_charge:R:1
C -1.76 -0.57 -0.16 -0.24
C -0.40 -0.85 0.58 -0.07
C 0.75 1.50 0.65 0.00
C 1.83 -0.50 -0.44 0.00
N -2.00 0.82 -0.09 0.15
N 0.13 1.30 -0.62 0.20
N 0.56 0.12 0.07 -0.27
H -1.71 -0.96 -1.16 0.12
H -2.65 -1.03 0.24 0.14
H -0.65 -0.76 1.56 0.10
H -0.12 -1.84 0.25 0.13
H 1.83 1.63 0.51 0.13
H 0.24 1.78 1.48 0.10
H 2.40 0.22 -1.27 0.17
H 2.66 -0.73 0.25 0.11
H 1.62 -1.35 -1.14 0.11
H -2.73 1.21 -0.73 0.11
```

The total charge is +1. For the maximum force, the calculation gives 4.87 eV Å⁻¹. The energy above the lowest of the compared OMol25 structures with the same formula, charge and spin is 700.4 kJ/mol. The HOMO energy (alpha / beta) is -0.530 / -0.532 Ha.

No. 3
Entry from the OMol25 dataset: a cluster of 4 separate species, C4H15NO3 in total (ωB97M-V with the def2-TZVPD basis set).

XYZ file:
```
23
Properties=species:S:1:pos:R:3:lowdin_charge:R:1
N -0.55 -0.86 -1.53 0.02
C 0.69 -1.10 -0.74 -0.29
C 0.69 2.00 1.79 -0.06
C 0.30 0.89 0.75 -0.12
C 0.96 -0.28 0.46 -0.15
H -0.22 -0.41 -2.36 0.06
H -1.19 -1.65 -1.78 0.10
H 1.47 -0.99 -1.42 0.09
H 0.79 -2.04 -0.27 0.09
H 1.70 2.05 2.08 0.04
H 0.48 2.95 1.36 0.06
H 0.18 1.71 2.73 0.08
H -0.54 1.07 0.11 0.08
H 1.61 -0.74 1.11 0.09
H -1.04 -2.95 0.81 0.01
H -0.97 -1.50 1.25 0.01
O -1.46 -2.33 1.38 -0.04
H 1.49 1.35 -1.01 0.01
H 2.54 1.79 -2.01 0.05
O 1.64 1.41 -1.99 -0.08
H -2.54 0.13 -0.91 0.01
H -3.03 -0.70 0.23 0.00
O -2.98 0.21 -0.05 -0.07
```

The total charge is 0. For the maximum force, the calculation gives 4.55 eV Å⁻¹. Its SMILES is C/C=C/CN.O.O.O. The energy above the lowest of the compared OMol25 structures with the same formula, charge and spin is 178.8 kJ/mol. The HOMO energy is -0.349 Ha.